ORCA calculation (wB97M-V/def2-TZVPD) on a cluster of 6 separate species, H11O5S in total at a distorted geometry.

- orbital gap (eV) = 7.1
- HOMO level (eV) = -3.9
- total charge = -1
- energy relative to the best compared isomer or geometry (same formula, charge and spin) (kJ/mol) = 131.39

Bonds (Å) are listed after each position.
Cartesian coordinates (Å):
1 S -0.4655 -2.3317 0.8770  H2 1.373
2 H -0.2881 -1.0765 0.3500  S1 1.373
3 H -1.6790 -1.4210 -1.0324  O5 0.979
4 H -0.9072 -1.5558 -2.2703  O5 0.955
5 O -1.7106 -1.1357 -1.9688  H3 0.979, H4 0.955
6 H -1.9534 0.7517 -1.7926  O8 0.977
7 H -1.7487 1.6193 -0.6006  O8 0.965
8 O -2.0689 1.6794 -1.5092  H6 0.977, H7 0.965
9 H 0.8958 2.8529 1.2962  O11 0.961
10 H 1.4375 1.6196 0.4052  O11 0.953
11 O 1.4525 2.5580 0.5707  H9 0.961, H10 0.953
12 H 1.2528 -0.8029 -1.6656  O14 0.965
13 H 1.0507 0.6955 -1.6918  O14 0.959
14 O 0.9110 -0.0921 -2.2212  H12 0.965, H13 0.959
15 H 1.2478 -1.1554 4.5479  O17 0.964
16 H 0.9596 -1.2496 3.0267  O17 0.970
17 O 1.6137 -0.9556 3.6791  H15 0.964, H16 0.970